(1)
A molecular structure, C30H30FIN3O6S6Ta in a non-equilibrium geometry, computed with ωB97M-V/def2-TZVPD.

Cartesian coordinates (Å):
Ta (0.7642, -1.2284, 1.5327)
C (-1.4092, 3.8218, -4.2359)
C (-2.4043, 2.7174, -3.8824)
C (-3.8392, 3.2189, -3.7833)
C (-4.0157, 4.1274, -2.5719)
C (-3.6069, 3.3848, -1.3282)
C (-4.1312, 3.7009, -0.0942)
C (-3.7626, 2.9741, 1.0344)
F (-4.2664, 3.3441, 2.2255)
C (-2.9196, 1.9018, 0.9558)
C (-2.3580, 1.5805, -0.2837)
C (-1.3874, 0.4946, -0.3581)
O (-1.2955, -0.3285, 0.5706)
C (-0.5756, 0.4958, -1.5365)
C (-0.9622, 1.2277, -2.6141)
N (-2.0227, 2.0593, -2.6184)
C (-2.6709, 2.3360, -1.4252)
C (0.6883, -0.3116, -1.6044)
O (1.2303, -0.5044, -2.6806)
O (1.1769, -0.6171, -0.4557)
H (-1.7144, 4.3155, -5.1589)
H (-0.4120, 3.4087, -4.3864)
H (-1.3474, 4.5659, -3.4416)
H (-2.3596, 1.9478, -4.6557)
H (-4.5092, 2.3615, -3.6849)
H (-4.0944, 3.7414, -4.7047)
H (-5.0560, 4.4414, -2.4845)
H (-3.4186, 5.0361, -2.6845)
H (-4.8369, 4.5159, 0.0080)
H (-2.6596, 1.3076, 1.8215)
H (-0.4002, 1.1396, -3.5362)
S (4.3829, 0.4265, 4.2113)
C (3.1354, -0.1351, 3.3206)
S (3.1446, -0.2600, 1.5845)
S (1.5918, -0.5851, 3.9695)
O (3.1291, -3.6011, 4.1651)
C (3.6194, -4.5011, 3.2908)
C (4.6232, -5.3406, 3.7787)
C (5.1997, -6.2937, 2.9702)
C (4.7903, -6.4381, 1.6458)
C (3.7994, -5.6230, 1.1516)
C (3.1924, -4.6483, 1.9572)
C (2.1220, -3.8355, 1.3769)
O (1.5859, -2.8267, 2.0734)
N (1.6755, -4.0941, 0.2028)
N (0.6009, -3.3202, -0.1357)
C (0.1563, -3.5239, -1.3169)
S (-1.4250, -2.9487, -1.7654)
C (-1.4330, -3.7609, -3.4017)
C (0.0004, -3.8459, -3.8722)
S (0.9809, -4.5241, -2.4966)
H (2.4959, -3.0019, 3.7445)
H (4.9305, -5.2096, 4.8079)
H (5.9817, -6.9283, 3.3670)
H (5.2448, -7.1853, 1.0093)
H (3.4582, -5.7089, 0.1302)
H (-2.0525, -3.1570, -4.0647)
H (-1.8778, -4.7476, -3.2808)
H (0.4063, -2.8605, -4.0904)
H (0.1155, -4.5063, -4.7307)
O (0.3436, 1.0601, 1.7026)
S (1.3184, 2.0314, 2.3654)
C (1.8296, 3.1072, 0.9904)
C (0.6935, 4.0947, 0.7774)
C (0.3082, 4.5650, 2.1780)
C (0.1723, 3.3044, 3.0284)
H (2.0351, 2.4494, 0.1476)
H (2.7548, 3.5944, 1.3050)
H (-0.1523, 3.5830, 0.3086)
H (0.9967, 4.9220, 0.1343)
H (-0.6202, 5.1372, 2.1767)
H (1.0982, 5.2036, 2.5787)
H (-0.8119, 2.8477, 2.9366)
H (0.4061, 3.4565, 4.0806)
I (-2.1929, -2.9699, 1.8154)
C (-0.9269, -1.6333, 2.9243)
H (-0.6993, -2.1677, 3.8429)
H (-1.5519, -0.7769, 3.1669)

## Properties
* gap between HOMO and LUMO: 6.879 eV
* DFT total energy: -4620.770340 Ha
* total charge: 0
* ΔE to the lowest compared entry with this formula, charge and spin: 0.0 kJ/mol


(2)
A molecular structure, C30H30KN5O2S, computed with ωB97M-V/def2-TZVPD.

Cartesian coordinates (Å):
K (-0.2857, -1.0716, 0.6986)
C (0.3787, -1.5494, -3.0452)
C (-1.0803, -1.6867, -2.7343)
C (-1.9058, -2.5530, -3.4466)
C (-3.2408, -2.6346, -3.1119)
C (-3.7279, -1.8432, -2.0820)
C (-2.8440, -1.0153, -1.4082)
N (-1.5446, -0.9499, -1.7177)
C (-3.3093, -0.1503, -0.2519)
C (-4.6587, 0.0468, 0.0243)
C (-5.0069, 0.8290, 1.1093)
C (-4.0136, 1.3801, 1.9042)
C (-2.6909, 1.1340, 1.5658)
N (-2.3594, 0.4015, 0.5045)
C (-1.5356, 1.6879, 2.3845)
C (-1.7507, 2.2666, 3.6283)
C (-0.6605, 2.7696, 4.3171)
C (0.5971, 2.6742, 3.7508)
C (0.7321, 2.0619, 2.5108)
C (2.0611, 1.8945, 1.8364)
N (-0.3220, 1.5821, 1.8453)
H (0.6319, -2.0319, -3.9880)
H (0.9633, -2.0094, -2.2427)
H (0.6542, -0.4958, -3.1016)
H (-1.4873, -3.1579, -4.2399)
H (-3.9031, -3.3098, -3.6379)
H (-4.7670, -1.8985, -1.7942)
H (-5.4233, -0.3837, -0.6046)
H (-6.0493, 1.0121, 1.3349)
H (-4.2765, 1.9992, 2.7484)
H (-2.7400, 2.3092, 4.0583)
H (-0.7952, 3.2309, 5.2871)
H (1.4731, 3.0644, 4.2527)
H (2.8790, 2.2797, 2.4448)
H (2.0594, 2.4168, 0.8789)
H (2.2642, 0.8426, 1.6288)
O (1.7476, -7.6029, -5.2135)
C (0.6737, -7.1492, -4.5090)
O (-0.4318, -7.4615, -4.8582)
C (0.9640, -6.2501, -3.3560)
C (-0.0361, -6.0724, -2.4029)
C (0.1583, -5.2214, -1.3336)
C (1.3419, -4.4773, -1.1701)
S (1.4741, -3.2733, 0.0966)
C (2.3416, -4.6846, -2.1330)
C (2.1587, -5.5499, -3.1989)
H (2.5436, -7.3601, -4.7310)
H (-0.9697, -6.6074, -2.5200)
H (-0.6278, -5.0990, -0.5983)
H (3.2673, -4.1291, -2.0463)
H (2.9558, -5.6277, -3.9324)
N (0.6960, -1.2681, 3.0568)
C (1.7238, -1.2198, 3.5817)
N (2.9237, -1.1094, 4.1471)
C (2.9839, -0.4746, 5.4732)
C (2.6912, -1.4744, 6.5782)
C (3.6024, -2.6933, 6.4650)
C (3.5002, -3.3295, 5.0805)
C (3.7810, -2.3106, 3.9901)
H (2.2958, 0.3701, 5.4779)
H (3.9988, -0.0774, 5.5663)
H (1.6464, -1.7936, 6.4979)
H (2.8012, -0.9879, 7.5496)
H (3.3578, -3.4219, 7.2391)
H (4.6410, -2.3907, 6.6451)
H (2.5000, -3.7484, 4.9314)
H (4.2024, -4.1594, 4.9798)
H (3.6057, -2.7090, 2.9912)
H (4.8146, -1.9584, 4.0381)

## Properties
* gap between HOMO and LUMO: 6.190 eV
* DFT total energy: -2583.667362 Ha
* total charge: 0
* ΔE to the lowest compared entry with this formula, charge and spin: 63.9 kJ/mol


(3)
A molecular structure, C30H30N4O6S2W in a non-equilibrium geometry, computed with ωB97M-V/def2-TZVPD.

Cartesian coordinates (Å):
W (0.6721, -0.4101, 0.1868)
O (2.2843, 0.3353, -0.3397)
C (3.3571, 0.4190, -1.1262)
C (4.3629, 1.3412, -0.8737)
C (5.4326, 1.4270, -1.7465)
C (5.5051, 0.6053, -2.8716)
C (4.5193, -0.3275, -3.1057)
C (3.4347, -0.4472, -2.2247)
C (2.4793, -1.5046, -2.3788)
N (1.4702, -1.7469, -1.6204)
C (0.6981, -2.9385, -1.9625)
C (0.2034, -3.6234, -0.7132)
N (-0.1901, -2.6638, 0.3298)
C (-0.5434, -3.2400, 1.4270)
C (-0.7522, -2.6366, 2.7096)
C (-1.1194, -3.4043, 3.8231)
C (-1.1726, -2.8330, 5.0760)
C (-0.8410, -1.4892, 5.2461)
C (-0.4727, -0.7101, 4.1626)
C (-0.4422, -1.2871, 2.9055)
O (-0.0930, -0.5811, 1.8247)
H (4.2896, 1.9680, 0.0061)
H (6.2244, 2.1376, -1.5521)
H (6.3458, 0.6874, -3.5461)
H (4.5769, -0.9820, -3.9672)
H (2.6760, -2.1841, -3.2086)
H (1.3074, -3.6450, -2.5264)
H (-0.1362, -2.6444, -2.6021)
H (1.0052, -4.2470, -0.3140)
H (-0.6317, -4.2761, -0.9752)
H (-0.6411, -4.3270, 1.4171)
H (-1.3544, -4.4535, 3.6900)
H (-1.4536, -3.4309, 5.9314)
H (-0.8585, -1.0521, 6.2351)
H (-0.1812, 0.3265, 4.2715)
C (-2.4689, -1.6912, -1.4661)
C (-2.8129, -0.7039, -0.3945)
C (-4.1565, -0.5939, 0.0148)
C (-4.5047, 0.3251, 0.9567)
C (-3.5170, 1.1824, 1.4884)
C (-3.8281, 2.1864, 2.4289)
C (-2.8571, 3.0425, 2.8704)
C (-1.5513, 2.9299, 2.3760)
C (-1.2170, 1.9571, 1.4586)
S (0.3941, 1.9899, 0.7541)
C (-2.1923, 1.0362, 1.0101)
N (-1.8507, 0.0543, 0.1067)
H (-3.1759, -1.5957, -2.2909)
H (-2.5486, -2.7138, -1.0931)
H (-1.4667, -1.5036, -1.8336)
H (-4.8979, -1.2409, -0.4334)
H (-5.5312, 0.4318, 1.2848)
H (-4.8489, 2.2750, 2.7775)
H (-3.0896, 3.8274, 3.5768)
H (-0.7833, 3.6241, 2.6946)
O (0.0277, 0.3661, -1.7631)
S (-0.2578, 1.3468, -2.9199)
C (-1.5395, 2.5178, -2.3613)
C (-1.0622, 3.8698, -2.8734)
C (0.4161, 3.9609, -2.4950)
C (1.0547, 2.6238, -2.8768)
H (-1.5335, 2.4688, -1.2757)
H (-2.5092, 2.2158, -2.7529)
H (-1.6455, 4.6773, -2.4331)
H (-1.1831, 3.9238, -3.9581)
H (0.5126, 4.1225, -1.4224)
H (0.9011, 4.7838, -3.0169)
H (1.7969, 2.2769, -2.1629)
H (1.5097, 2.6486, -3.8667)
O (3.3791, -1.7770, 2.8647)
N (2.6532, -1.1910, 2.1259)
O (2.1001, -1.8205, 1.1086)
O (2.3232, 0.0047, 2.2042)

## Properties
* gap between HOMO and LUMO: 5.733 eV
* DFT total energy: -2694.537457 Ha
* total charge: +2
* ΔE to the lowest compared entry with this formula, charge and spin: 119.2 kJ/mol